(1)
The following is a quantum chemistry calculation of 8 unconnected molecules or ions with the total composition C44H104O2 in a non-equilibrium geometry, from the OMol25 dataset.

The geometry in XYZ format:
```
150
C44H104O2 (ωB97M-V with the def2-TZVPD basis set)
C 6.162 -3.896 -2.800
C 5.858 -4.871 -1.669
C 4.580 -4.436 -0.893
C 4.840 -3.510 0.288
C 3.700 -3.225 1.248
C 3.108 -4.421 2.016
H 5.498 -4.114 -3.643
H 7.149 -4.123 -3.213
H 6.055 -2.830 -2.610
H 5.629 -5.876 -2.026
H 6.688 -5.020 -0.975
H 4.080 -5.356 -0.575
H 3.855 -4.005 -1.592
H 5.613 -4.002 0.895
H 5.334 -2.593 -0.042
H 4.026 -2.542 2.036
H 2.833 -2.729 0.797
H 2.419 -4.140 2.815
H 2.762 -5.276 1.438
H 3.920 -4.810 2.650
C -9.800 -0.056 3.232
C -8.428 0.614 3.435
C -7.266 -0.126 2.746
C -5.916 0.589 2.925
C -4.873 0.248 1.855
C -3.608 1.071 2.062
H -10.164 0.209 2.233
H -10.508 0.458 3.887
H -9.962 -1.128 3.320
H -8.430 1.609 2.989
H -8.215 0.691 4.502
H -7.493 -0.225 1.684
H -7.098 -1.086 3.241
H -6.079 1.673 2.860
H -5.456 0.461 3.909
H -4.683 -0.827 1.810
H -5.284 0.499 0.871
H -3.025 0.912 1.146
H -3.749 2.150 2.087
H -3.000 0.693 2.885
C 3.787 0.661 4.203
C 3.340 0.379 5.652
C 2.381 -0.797 5.850
C 1.020 -0.616 5.151
C 0.014 -1.668 5.570
C -1.394 -1.345 5.024
H 3.343 -0.105 3.573
H 4.872 0.692 4.130
H 3.461 1.645 3.862
H 4.157 0.364 6.388
H 2.969 1.289 6.148
H 2.231 -0.921 6.932
H 2.839 -1.775 5.664
H 0.717 0.420 5.297
H 1.289 -0.799 4.100
H 0.338 -2.685 5.354
H 0.008 -1.573 6.666
H -1.185 -1.234 3.956
H -2.039 -2.149 5.383
H -1.872 -0.427 5.365
C 3.383 4.786 -0.274
C 1.888 4.455 -0.364
C 0.954 5.587 -0.792
C 0.850 6.766 0.158
C 0.261 6.478 1.546
C -1.106 5.784 1.509
H 3.915 4.060 0.343
H 3.542 5.741 0.236
H 3.870 4.876 -1.246
H 1.741 3.574 -0.993
H 1.597 4.132 0.643
H 0.018 5.090 -1.059
H 1.335 6.007 -1.732
H 1.821 7.240 0.322
H 0.227 7.529 -0.316
H 0.867 5.886 2.240
H 0.308 7.454 2.043
H -1.760 6.048 2.339
H -1.536 5.917 0.517
H -0.939 4.712 1.649
C -1.392 -7.109 1.201
C -1.999 -6.468 -0.090
C -0.905 -5.782 -0.948
C -0.755 -4.281 -0.755
C -0.525 -3.477 -2.033
C 0.917 -3.568 -2.567
H -2.014 -7.079 2.096
H -0.493 -6.535 1.419
H -1.223 -8.167 1.001
H -2.485 -7.146 -0.788
H -2.734 -5.751 0.281
H -1.163 -5.997 -1.985
H 0.028 -6.290 -0.686
H -1.745 -3.930 -0.435
H -0.071 -3.930 0.019
H -1.154 -3.758 -2.884
H -0.750 -2.409 -1.950
H 1.011 -3.405 -3.640
H 1.629 -2.910 -2.054
H 1.398 -4.530 -2.350
C -3.019 -0.061 -4.049
C -2.077 0.878 -3.302
C -2.398 2.363 -3.549
C -3.727 2.832 -2.911
C -3.793 2.753 -1.385
C -2.624 3.380 -0.617
H -2.803 -1.088 -3.741
H -2.776 -0.103 -5.119
H -4.081 0.173 -4.071
H -2.147 0.687 -2.230
H -1.049 0.830 -3.662
H -2.382 2.622 -4.610
H -1.557 2.912 -3.109
H -3.807 3.876 -3.229
H -4.519 2.214 -3.330
H -4.767 3.176 -1.113
H -3.951 1.704 -1.104
H -2.388 4.325 -1.111
H -2.913 3.625 0.401
H -1.803 2.674 -0.742
C 4.869 2.416 -6.646
C 3.715 1.725 -5.905
C 2.443 2.610 -5.791
C 1.342 1.947 -4.986
C 1.673 1.604 -3.534
C 2.229 0.181 -3.301
H 5.764 1.820 -6.471
H 5.043 3.404 -6.211
H 4.599 2.566 -7.690
H 3.511 0.785 -6.422
H 4.065 1.516 -4.893
H 2.117 2.756 -6.823
H 2.734 3.559 -5.337
H 0.518 2.672 -5.042
H 0.916 1.059 -5.462
H 2.369 2.330 -3.107
H 0.764 1.615 -2.927
H 3.314 0.235 -3.291
H 1.796 -0.241 -2.391
H 1.893 -0.556 -4.037
O -0.287 -1.342 1.426
C -0.154 -0.244 0.473
C 0.620 0.822 1.194
O 1.918 0.335 1.510
H 0.644 -1.599 1.517
H 0.386 -0.747 -0.337
H -1.193 0.051 0.318
H 0.062 1.198 2.053
H 0.713 1.688 0.522
H 2.037 0.454 2.457
```

Summary:
HOMO, eV: -10.061

(2)
The following is a quantum chemistry calculation of a molecular structure, C21H16N5O7SW in a non-equilibrium geometry, from the OMol25 dataset.

The geometry in XYZ format:
```
51
C21H16N5O7SW (ωB97M-V with the def2-TZVPD basis set)
W 0.651 -0.311 -0.020
N -3.714 -1.164 -0.719
C -2.501 -0.697 -0.416
S -1.265 -0.564 -1.583
N -2.308 -0.298 0.854
N -1.078 0.190 0.923
C -0.508 0.720 1.985
C 0.486 1.763 1.675
C 1.016 2.684 2.564
C 1.851 3.666 2.063
C 2.162 3.689 0.702
C 1.660 2.702 -0.120
N 0.825 1.769 0.363
H -3.942 -1.448 -1.653
H -4.454 -1.077 -0.043
H -0.916 0.569 2.979
H 0.751 2.646 3.611
H 2.249 4.423 2.725
H 2.792 4.460 0.284
H 1.902 2.644 -1.171
O 2.485 0.128 -1.122
C 3.164 -0.088 -0.063
O 2.488 -0.346 0.991
C 4.645 -0.066 -0.067
C 5.336 -0.196 1.132
C 6.723 -0.163 1.122
C 7.349 -0.009 -0.099
C 6.688 0.115 -1.306
C 5.301 0.088 -1.285
N 8.852 0.025 -0.119
O 9.388 0.108 -1.202
O 9.417 -0.013 0.955
H 4.796 -0.328 2.060
H 7.306 -0.258 2.024
H 7.248 0.223 -2.222
H 4.741 0.179 -2.204
O 1.887 -4.406 -2.162
C 1.677 -4.944 -0.947
C 1.957 -6.303 -0.801
C 1.772 -6.913 0.420
C 1.308 -6.203 1.536
C 1.027 -4.868 1.399
C 1.204 -4.224 0.161
C 0.881 -2.822 0.069
O 0.370 -2.133 1.014
O 1.113 -2.108 -0.986
H 1.709 -3.461 -2.134
H 2.316 -6.852 -1.660
H 1.994 -7.967 0.517
H 1.174 -6.701 2.484
H 0.659 -4.289 2.236
```

Summary:
HOMO (alpha / beta), eV: -11.167 / -10.951
Net charge: +1

(3)
The following is a quantum chemistry calculation of C3H4S in the gas phase in a non-equilibrium geometry, from the OMol25 dataset.

The geometry in XYZ format:
```
8
C3H4S (ωB97M-V with the def2-TZVPD basis set)
C -0.519 0.914 0.486
C -0.996 0.115 1.432
C 1.057 -0.370 -1.467
S 0.037 0.949 -1.231
H -1.342 -0.887 1.418
H -1.098 0.703 2.358
H 1.076 -1.166 -0.697
H 1.785 -0.257 -2.299
```

Summary:
HOMO (alpha / beta), eV: -8.458 / -7.827

(4)
The following is a quantum chemistry calculation of 2 unconnected molecules or ions with the total composition C4H9NOS in a non-equilibrium geometry, from the OMol25 dataset.

The geometry in XYZ format:
```
16
C4H9NOS (ωB97M-V with the def2-TZVPD basis set)
O 0.965 -1.323 1.755
C -0.177 -1.443 1.332
N -1.141 -1.124 -0.122
C -0.890 -0.127 0.857
C 0.083 0.971 0.402
S 0.108 0.420 -2.595
C 0.782 1.632 1.588
H -0.831 -2.171 1.797
H -0.619 -0.930 -1.014
H -1.799 0.238 1.358
H -0.489 1.699 -0.170
H 0.797 0.351 -0.160
H -0.644 0.324 -3.746
H 1.038 0.904 2.344
H 0.144 2.407 2.052
H 1.657 2.184 1.233
```

Summary:
HOMO, eV: -8.332

(5)
The following is a quantum chemistry calculation of a molecular structure, C42H50CoIN4O3SSi2Te, from the OMol25 dataset.

The geometry in XYZ format:
```
105
C42H50CoIN4O3SSi2Te (ωB97M-V with the def2-TZVPD basis set)
Co 0.364 1.204 1.298
C 1.799 5.737 1.558
Si 0.282 4.675 1.293
C 0.154 4.368 -0.548
C -1.245 5.605 1.851
N 0.452 3.127 2.116
C 0.680 3.007 3.425
C 0.649 4.097 4.353
C 0.883 3.917 5.681
C 1.134 2.619 6.197
C 1.175 1.540 5.366
C 1.001 1.666 3.953
N 1.128 0.651 3.084
Si 1.969 -0.843 3.504
C 2.510 -1.744 1.955
C 3.547 -0.474 4.449
C 0.825 -1.964 4.474
H 1.747 6.610 0.902
H 2.696 5.169 1.291
H 1.924 6.091 2.583
H 0.631 5.192 -1.088
H -0.886 4.314 -0.884
H 0.658 3.442 -0.833
H -1.332 6.539 1.287
H -1.219 5.860 2.913
H -2.151 5.023 1.671
H 0.415 5.085 3.985
H 0.851 4.766 6.352
H 1.281 2.483 7.261
H 1.322 0.554 5.784
H 2.484 -1.105 1.067
H 1.853 -2.607 1.807
H 3.534 -2.107 2.079
H 4.081 0.343 3.955
H 4.191 -1.357 4.423
H 3.407 -0.196 5.494
H -0.146 -2.015 3.972
H 0.659 -1.624 5.499
H 1.231 -2.979 4.517
Te -2.300 1.818 0.782
C -3.322 0.887 2.371
C -2.670 -0.044 3.173
C -3.360 -0.668 4.205
C -4.693 -0.360 4.434
C -5.338 0.582 3.642
C -4.652 1.213 2.614
C -3.245 0.721 -0.759
C -3.284 1.295 -2.026
C -3.860 0.605 -3.085
C -4.425 -0.644 -2.870
C -4.413 -1.200 -1.596
C -3.815 -0.526 -0.540
H -1.626 -0.279 3.002
H -2.851 -1.394 4.827
H -5.232 -0.852 5.235
H -6.374 0.832 3.829
H -5.155 1.948 1.998
H -2.865 2.283 -2.192
H -3.872 1.045 -4.074
H -4.868 -1.187 -3.695
H -4.860 -2.172 -1.426
H -3.794 -0.973 0.445
C 3.468 -3.614 -4.021
C 2.735 -3.626 -2.684
C 2.031 -2.302 -2.431
N 1.188 -2.383 -1.235
C 0.019 -1.808 -1.021
S -0.576 -1.502 0.522
N -0.716 -1.434 -2.134
C -0.892 -2.089 -3.352
O -1.349 -1.497 -4.301
C -0.563 -3.544 -3.402
C -0.834 -4.380 -2.323
C -0.565 -5.737 -2.418
C -0.015 -6.256 -3.583
C 0.246 -5.421 -4.663
C -0.038 -4.068 -4.577
H 3.963 -4.568 -4.202
H 4.226 -2.829 -4.050
H 2.769 -3.437 -4.843
H 3.448 -3.813 -1.876
H 1.997 -4.433 -2.663
H 1.428 -2.029 -3.295
H 2.749 -1.494 -2.268
H 1.685 -2.588 -0.377
H -1.253 -0.582 -2.033
H -1.261 -3.971 -1.412
H -0.784 -6.387 -1.581
H 0.210 -7.313 -3.652
H 0.665 -5.827 -5.576
H 0.140 -3.407 -5.416
I 1.097 1.680 -7.522
C 1.361 1.349 -5.473
C 2.533 0.758 -5.022
C 2.700 0.544 -3.660
C 1.714 0.924 -2.759
C 0.550 1.518 -3.231
C 0.361 1.728 -4.590
C 1.913 0.645 -1.289
O 2.854 -0.054 -0.928
O 0.998 1.118 -0.518
H 3.304 0.466 -5.721
H 3.600 0.078 -3.278
H -0.214 1.812 -2.523
H -0.555 2.173 -4.956
```

Summary:
Multiplicity: 5
HOMO (alpha / beta), eV: -6.989 / -8.115

(6)
The following is a quantum chemistry calculation of 2 unconnected molecules or ions with the total composition C4H12N2 in a non-equilibrium geometry, from the OMol25 dataset.

The geometry in XYZ format:
```
18
C4H12N2 (ωB97M-V with the def2-TZVPD basis set)
C -3.014 0.815 1.352
C -1.846 0.344 0.358
N -1.307 1.426 -0.367
H -3.951 0.891 0.813
H -3.239 -0.007 2.013
H -2.713 1.706 1.918
H -1.076 -0.208 0.876
H -2.572 -0.302 -0.173
H -0.391 1.755 -0.034
H -1.398 1.001 -1.332
C 2.897 -1.863 -0.073
C 2.655 0.136 -1.546
N 3.296 -0.864 -1.117
H 2.720 -2.863 -0.514
H 1.948 -1.505 0.369
H 3.548 -1.624 0.880
H 1.451 0.027 -1.527
H 2.993 1.134 -1.896
```

Summary:
Multiplicity: 2
HOMO (alpha / beta), eV: 0.903 / -3.415
Net charge: -1

(7)
The following is a quantum chemistry calculation of C6H7BS in the gas phase in a non-equilibrium geometry, from the OMol25 dataset.

The geometry in XYZ format:
```
15
C6H7BS (ωB97M-V with the def2-TZVPD basis set)
B 0.416 -1.761 0.794
C 0.594 -0.747 -0.440
C -0.732 -0.193 -0.796
C -1.139 1.010 -0.358
C -0.240 1.844 0.372
C 1.064 1.501 0.528
C 1.594 0.294 -0.006
S 3.224 0.078 -0.178
H -0.586 -1.799 1.389
H 1.331 -2.417 1.093
H 1.025 -1.327 -1.261
H -1.390 -0.836 -1.362
H -2.132 1.377 -0.570
H -0.603 2.789 0.748
H 1.765 2.193 0.974
```

Summary:
HOMO, eV: -8.345

(8)
The following is a quantum chemistry calculation of a molecular structure, C18H14Br4NO5PdS2 in a non-equilibrium geometry, from the OMol25 dataset.

The geometry in XYZ format:
```
45
C18H14Br4NO5PdS2 (ωB97M-V with the def2-TZVPD basis set)
Pd -0.838 -1.074 -1.459
C -0.910 5.822 -0.768
O 0.431 5.373 -0.678
C 0.675 4.052 -0.918
C 2.046 3.686 -0.844
C 2.380 2.386 -1.052
C 1.422 1.380 -1.353
C 1.861 0.046 -1.602
C 3.324 -0.322 -1.468
O 1.123 -0.900 -1.964
C 0.034 1.751 -1.429
O -0.924 0.965 -1.710
C -0.294 3.126 -1.192
H -0.881 6.898 -0.619
H -1.530 5.361 0.003
H -1.334 5.600 -1.749
H 2.783 4.444 -0.628
H 3.425 2.115 -0.996
H 3.957 0.266 -2.132
H 3.430 -1.375 -1.717
H 3.658 -0.146 -0.444
H -1.342 3.369 -1.236
Br -4.370 -0.915 4.848
C -3.850 -1.023 3.030
C -4.791 -1.013 2.021
Br -6.639 -0.881 2.411
C -4.362 -1.091 0.685
Br -5.604 -1.120 -0.747
C -3.022 -1.159 0.334
O -2.694 -1.259 -0.944
C -2.035 -1.150 1.376
O -0.774 -1.183 1.066
C -2.492 -1.105 2.692
Br -1.141 -1.180 4.025
S -0.554 -3.444 -1.738
C 0.733 -3.616 -0.637
N 0.803 -3.093 0.549
C 2.031 -3.256 1.300
C 2.893 -4.320 0.593
S 2.129 -4.600 -1.032
H 0.072 -2.332 0.862
H 1.785 -3.559 2.318
H 2.551 -2.296 1.359
H 2.923 -5.258 1.145
H 3.912 -3.970 0.438
```

Summary:
HOMO, eV: -4.082
Net charge: -1

(9)
The following is a quantum chemistry calculation of C28H32N2O6 in the gas phase, from the OMol25 dataset.

The geometry in XYZ format:
```
68
C28H32N2O6 (ωB97M-V with the def2-TZVPD basis set)
C -8.793 -0.547 0.788
C -7.478 -0.650 0.755
C -6.557 0.492 0.433
O -5.374 0.484 1.212
C -4.391 -0.407 0.934
C -4.397 -1.322 -0.117
C -3.296 -2.125 -0.337
C -2.160 -2.019 0.458
C -0.961 -2.777 0.077
O -1.147 -4.054 -0.216
C 0.264 -2.190 -0.093
C 1.335 -2.906 -0.731
O 1.346 -4.103 -1.005
C 2.400 -1.880 -1.073
O 3.459 -2.060 -1.635
N 1.925 -0.688 -0.642
C 2.646 0.549 -0.805
C 3.217 1.084 0.514
C 4.160 0.092 1.230
N 5.568 0.170 0.924
C 6.244 1.370 1.371
C 7.753 1.126 1.279
O 8.144 0.804 -0.034
C 7.452 -0.339 -0.492
C 5.940 -0.122 -0.448
C 0.648 -0.740 0.047
C -0.384 0.190 -0.545
C -0.887 1.252 0.188
C -1.933 2.022 -0.290
C -2.493 1.734 -1.528
O -3.568 2.372 -2.062
C -4.211 3.360 -1.292
C -1.941 0.710 -2.301
C -0.903 -0.050 -1.814
C -2.176 -1.142 1.541
C -3.281 -0.360 1.784
H -9.421 -1.391 1.010
H -9.295 0.384 0.583
H -6.989 -1.590 0.972
H -7.041 1.444 0.668
H -6.306 0.491 -0.639
H -5.246 -1.413 -0.776
H -3.300 -2.823 -1.160
H -0.289 -4.430 -0.560
H 3.447 0.341 -1.515
H 1.967 1.294 -1.236
H 3.751 2.012 0.304
H 2.388 1.331 1.180
H 4.072 0.240 2.311
H 3.842 -0.930 1.008
H 5.969 1.574 2.408
H 5.993 2.253 0.755
H 8.310 2.024 1.554
H 8.021 0.304 1.960
H 7.791 -0.511 -1.514
H 7.712 -1.205 0.134
H 5.424 -1.023 -0.782
H 5.692 0.712 -1.128
H 0.803 -0.471 1.103
H -0.478 1.475 1.163
H -2.311 2.826 0.321
H -5.066 3.685 -1.884
H -3.556 4.217 -1.109
H -4.561 2.958 -0.336
H -2.364 0.518 -3.275
H -0.497 -0.852 -2.413
H -1.327 -1.094 2.204
H -3.308 0.322 2.618
```

Summary:
HOMO, eV: -8.288